[1]
Formula: C3H4N2O2
Source: the OMol25 dataset
Level of theory: ωB97M-V/def2-TZVPD

Output
Largest force on an atom: 0.060 hartree/bohr
ΔE to the lowest compared entry with this formula, charge and spin: 432.68 kJ/mol
LUMO: 0.61 eV
Gap between HOMO and LUMO: 11.20 eV
E_tot: -10247.7807 eV
Net charge: 0

The geometry in XYZ format:
```
11
Properties=species:S:1:pos:R:3:forces:R:3
O -0.56169 0.87660 -0.00771 -0.921 -0.548 2.031
O -1.66157 -1.68092 0.02317 0.964 -0.047 0.995
N 1.39292 1.31362 -0.69041 0.612 -0.189 -0.128
N 0.24816 1.81068 -0.52445 0.542 -0.030 -0.969
C -0.55404 -1.40209 0.92685 0.803 1.106 0.532
C 0.19267 -0.22022 0.35117 -2.494 1.081 -1.460
C 1.36429 0.01192 -0.23942 1.276 -1.599 2.056
H -1.29897 -1.63545 -0.89028 -0.285 -0.046 0.957
H -0.74940 -1.20231 2.08756 -0.671 -0.450 -2.812
H 0.21606 -2.17647 0.93600 -0.335 -0.508 -0.048
H 2.11331 -0.75905 0.01555 0.510 1.229 -1.154
```
Positions in Å, forces in eV/Å.

[2]
Formula: C18H68N10O16
Source: the OMol25 dataset
Level of theory: ωB97M-V/def2-TZVPD

Output
Largest force on an atom: 0.174 hartree/bohr
ΔE to the lowest compared entry with this formula, charge and spin: 0.00 kJ/mol
LUMO: 0.21 eV
Gap between HOMO and LUMO: 8.71 eV
E_tot: -67424.0138 eV
Net charge: 0

The geometry in XYZ format:
```
112
Properties=species:S:1:pos:R:3:forces:R:3
O -7.56800 16.31600 -1.31300 4.429 3.176 2.178
O -9.04400 24.88600 0.71900 -3.042 -5.432 1.814
O -6.96400 24.32600 2.91300 -1.801 -0.166 5.367
O -2.74400 20.51400 1.99700 -0.044 -0.609 0.021
O -9.34600 22.16600 -2.88700 0.576 -0.804 -0.070
O -8.93800 24.85100 -2.04200 -0.063 -0.615 -3.272
O -2.11000 21.92300 -1.28800 3.118 3.651 -3.190
O -3.76200 18.99900 -0.11700 -0.916 -1.483 -2.046
O -6.86700 21.22300 0.43700 0.380 0.695 0.187
O -4.67100 21.26500 -5.00000 0.174 0.535 -0.789
O -9.36400 18.70400 -3.03800 -1.369 -0.063 -0.603
O -7.85000 21.06800 4.90800 -0.696 -0.149 2.242
O -1.31700 24.45700 1.01800 2.879 0.203 0.555
O -5.12600 26.88800 1.88400 -1.727 -1.212 -0.442
O -9.94600 20.23400 1.65400 -0.565 -0.750 -5.501
O -2.22700 26.30700 -2.66200 1.495 1.588 -0.115
N -7.40300 25.21400 5.04600 1.645 3.405 2.111
N -0.52200 23.59300 -1.31000 1.275 4.028 2.337
N -9.04900 22.82400 1.88300 4.897 0.898 0.410
N -8.56900 23.52900 4.31700 -3.872 -3.041 1.375
N -0.85400 22.48600 -3.14100 1.771 -1.318 -6.778
N -10.03100 21.12300 -0.49100 -0.597 4.206 -1.114
N -6.97600 18.18000 -0.10700 -2.843 4.108 0.825
N -9.71600 18.90500 -0.31900 -0.276 -2.401 0.462
N -10.84800 23.36800 0.93100 -7.295 2.786 -1.509
N -5.37600 16.78800 -0.50800 5.954 -3.620 -0.774
C -9.98500 20.06900 0.24300 1.456 -0.383 6.243
C -5.98800 26.57400 0.75800 -2.192 0.433 1.720
C -8.08500 19.18000 -3.33100 1.658 -0.300 0.501
C -9.64200 23.72000 1.17000 4.409 6.980 -2.046
C -5.39000 21.51900 -3.83100 -0.993 -0.430 1.587
C -7.78000 25.56800 -2.39600 0.432 -0.322 -0.744
C -2.67100 24.20600 1.03800 -1.376 -0.116 -0.069
C -3.38100 25.63400 -2.30700 0.022 -1.035 0.990
C -6.59400 17.10200 -0.69300 -7.125 -4.395 -2.996
C -7.14600 24.66600 -3.43100 1.043 0.777 0.297
C -4.10700 19.60800 -1.35900 -0.794 0.439 0.156
C -7.56900 24.30400 4.13000 3.173 2.069 -7.407
C -1.20400 22.72400 -1.95200 -4.614 -5.066 5.793
C -7.29000 20.61600 3.73800 0.238 -0.953 0.094
C -4.05500 20.98100 2.31500 -0.233 -0.664 0.875
C -9.47300 22.22900 -4.28400 0.103 -1.971 -0.952
C -5.56200 23.14700 -0.45200 -2.719 -0.384 1.608
C -6.82100 22.21400 -0.60000 0.495 -0.204 -1.327
H -6.55100 21.30200 3.45300 1.391 0.921 -0.900
H -8.71600 22.83100 -4.77500 0.166 0.223 0.137
H -5.69800 23.70300 0.47600 0.022 0.114 0.152
H -4.74000 18.93700 -1.90900 -0.409 -0.573 -0.066
H 0.06900 24.30700 -1.77900 -0.784 -0.986 0.463
H -11.50000 24.18300 0.65400 1.421 -1.950 0.335
H -7.17700 23.69000 -3.00700 0.171 -0.912 0.008
H -6.80000 19.64800 3.93300 -0.409 0.182 -0.336
H -8.02500 25.24800 5.85900 0.497 0.065 -0.782
H -4.60300 17.47200 -0.28900 -1.314 -0.821 0.027
H -9.85100 21.30100 -1.52500 -0.332 -0.940 1.315
H -5.43500 26.31000 -0.05800 1.822 -1.037 -2.134
H -7.87100 19.32200 -4.40700 -0.047 -0.562 0.418
H -9.38900 21.18300 -4.74800 -0.218 1.398 0.931
H -6.61800 27.39800 0.36500 0.321 0.227 0.762
H -7.67500 24.69900 -4.36400 -0.614 -0.021 -0.328
H -3.08300 24.68800 -1.89200 -0.415 -0.843 0.112
H -9.05800 23.51700 5.23200 0.243 0.218 -1.302
H -7.22500 25.75700 -1.48700 0.652 -0.265 0.128
H -9.60700 18.06400 0.29000 -0.403 1.222 -0.801
H -7.92000 20.14800 -2.88400 -0.544 0.494 0.213
H -9.32300 21.85700 2.00700 -0.525 -1.169 -0.481
H -9.02300 23.23800 3.41100 0.246 -0.147 1.308
H -2.87400 23.15300 0.84500 -0.241 0.173 -0.307
H -1.00200 23.90000 -0.42600 1.304 -0.039 -0.476
H -4.05200 26.08300 -1.56400 0.913 0.738 0.103
H -10.44600 22.61400 -4.47300 -0.842 0.363 -0.778
H -4.63600 27.64700 1.63000 0.725 1.047 -0.290
H -6.73500 21.63000 -1.55300 -0.109 0.592 0.421
H -7.01300 26.11500 4.72300 0.027 -1.089 0.509
H -7.92800 26.54100 -2.85400 -0.727 0.346 0.014
H -11.24300 22.81000 1.67400 -0.346 -0.364 -0.202
H -6.12300 24.91300 -3.70000 0.245 0.105 0.243
H -3.30900 19.87000 -2.02700 0.949 0.029 0.182
H -3.34500 19.62200 0.42800 1.339 1.681 1.349
H -4.30200 21.91200 1.87700 0.292 0.934 -0.902
H -4.68500 20.51800 -1.20200 0.020 0.054 0.195
H 0.01600 22.73400 -3.64300 -0.861 0.329 1.212
H -5.69000 20.57500 -3.37400 -0.065 -0.310 0.039
H -4.86800 22.02900 -3.00100 0.214 0.238 -0.697
H -9.19600 25.12400 -1.21600 -1.165 0.885 3.718
H -7.91900 18.59800 -0.30700 1.705 -0.897 0.257
H -0.80900 23.93300 1.68800 -1.036 0.559 -0.845
H -6.35300 18.79700 0.37200 0.512 0.165 0.110
H -9.47200 17.82000 -3.42000 0.168 0.221 0.282
H -6.36300 22.03700 -3.99300 0.962 -0.117 -0.535
H -5.07400 15.82300 -0.84100 -0.711 2.080 0.544
H -3.19100 24.91500 0.37000 0.437 -0.638 -0.120
H -1.55700 25.73100 -3.07300 -0.934 0.149 0.390
H -8.03400 22.00900 4.79500 0.139 -0.435 -0.035
H -3.00200 24.49700 1.98500 -1.133 0.094 1.698
H -3.75700 21.03400 -4.81100 -0.207 0.023 0.261
H -8.04800 20.58000 2.98400 -0.235 -0.711 -0.815
H -7.76700 20.92800 0.59500 -0.275 0.101 -0.073
H -4.09900 21.18400 3.38900 -0.395 -0.438 0.041
H -7.78300 22.83400 -0.72300 1.471 -0.747 0.639
H -2.70000 19.63800 2.43100 0.292 0.708 -0.299
H -4.00300 25.52700 -3.13700 -1.088 -0.639 -1.630
H -1.28300 21.72400 -3.60000 -0.631 -0.746 -0.172
H -6.73200 25.75800 0.95400 1.016 0.651 0.526
H -4.57300 22.79600 -0.44800 1.093 -1.544 -0.079
H -10.21600 22.00600 0.07700 0.057 -1.964 -1.775
H -8.05300 23.15400 1.82700 -0.121 -1.138 1.037
H -7.39400 18.52700 -2.76200 0.266 0.094 -1.037
H -9.64900 18.77700 -1.35000 -0.296 0.074 0.606
H -9.29800 23.06600 -2.57300 0.190 1.067 0.444
H -5.58100 23.84800 -1.22500 -0.283 1.294 -1.429
H -4.80500 20.27400 1.94100 -0.045 0.093 0.496
```
Positions in Å, forces in eV/Å.

Question: What is the LUMO in the second record?
Answer: 0.21 eV

Question: Which value of gap between HOMO and LUMO does entry 2 give?
Answer: 8.71 eV

Question: Which formula does entry 2 have?
Answer: C18H68N10O16